# 1
{"formula": "C6H14O3", "method": "ωB97M-V/def2-TZVPD", "relative_energy_kcal_mol": 91.4, "fmax_ev_per_a": 3.30, "homo_ev": -8.164, "e_lumo_ha": 0.0164, "symbols": ["H", "H", "H", "C", "C", "O", "C", "H", "C", "H", "H", "O", "H", "H", "C", "H", "H", "C", "H", "H", "O", "H", "H"], "xyz": [[1.769050, -0.643595, -0.876242], [-1.910817, -1.915458, -1.182207], [-3.124465, -0.646284, -1.429570], [0.688655, -0.639843, -0.796486], [2.877026, 0.114208, 1.083044], [0.775849, -0.390946, 2.056152], [-2.049800, -0.852954, -1.387997], [-0.079506, 0.024442, 2.255621], [-1.437458, 0.008296, -0.328867], [-1.617423, -0.631110, -2.360070], [3.045693, -0.958232, 1.002880], [-1.713801, -0.356269, 0.942820], [-1.391734, 1.762037, -1.535524], [0.477933, -0.252710, -1.791904], [-1.391408, 1.464602, -0.490322], [-1.691087, -1.319133, 1.032907], [-2.203144, 1.948991, 0.056360], [1.393508, 0.435945, 1.122804], [3.316932, 0.466283, 2.017949], [3.344564, 0.631120, 0.250161], [1.017092, 1.616211, 1.008965], [0.353463, -1.668249, -0.670035], [-0.449122, 1.802649, 0.019561]], "atomic_forces_ev_per_a": [[0.288, 0.285, 0.986], [0.018, 0.001, 0.012], [0.066, 0.045, 0.066], [-1.725, -0.195, -1.080], [-0.283, -0.468, -0.568], [0.128, 0.248, -0.840], [0.194, -0.054, -0.036], [0.165, -0.038, -0.136], [1.348, -0.470, 0.072], [-0.032, -0.008, -0.004], [0.045, 0.004, 0.000], [-0.069, -0.017, 0.071], [-0.024, -0.031, -0.008], [-0.465, -0.274, -0.263], [0.781, 0.630, 0.451], [-0.010, 0.076, -0.095], [-0.190, -0.099, -0.106], [0.192, 2.091, 2.542], [-0.172, 0.042, -0.041], [-0.001, 0.029, -0.016], [0.383, -1.625, -0.189], [0.127, -0.149, -0.291], [-0.767, -0.023, -0.527]]}


# 2
{"formula": "C17H19Cl5N4PbSbSe4", "method": "ωB97M-V/def2-TZVPD", "relative_energy_kcal_mol": 15.4, "fmax_ev_per_a": 0.18, "charge": -1, "homo_ev": -4.226, "e_lumo_ha": 0.0704, "symbols": ["C", "C", "Pb", "C", "C", "H", "N", "H", "C", "H", "H", "C", "Se", "C", "Sb", "H", "H", "Se", "N", "H", "H", "C", "C", "H", "H", "H", "C", "H", "H", "C", "C", "H", "H", "C", "N", "Se", "Cl", "N", "Cl", "C", "Cl", "H", "H", "C", "H", "Se", "C", "Cl", "Cl", "C", "H"], "xyz": [[-4.248349, 1.720664, -0.427535], [0.828551, -6.520002, -0.503558], [0.242553, -0.255439, 0.016002], [-3.028501, -0.734749, -0.470722], [1.076019, -0.082492, 3.201029], [0.554174, 3.622124, 4.109058], [-0.488833, -3.197010, 2.697494], [0.920094, -1.159302, 3.257373], [0.014188, -3.745094, 1.821828], [0.830350, 0.461553, -2.900889], [1.851152, 0.087112, 2.445964], [-0.134353, 2.012516, 2.849194], [5.317085, 2.334639, -1.341616], [0.269915, -5.819460, 0.551036], [3.719888, 1.504335, 0.242186], [0.948125, 0.180439, 5.362755], [2.017245, -0.413701, -2.191131], [3.503207, -0.951688, 0.354000], [1.718543, 1.910802, 4.434573], [1.743809, -2.798643, 0.019196], [2.149099, -6.441845, -2.191119], [-5.034312, 0.574256, -0.499431], [0.596058, -4.475519, 0.727834], [0.579004, -7.563017, -0.646919], [-0.972181, 0.164446, 3.240701], [-0.263408, 2.318471, 5.007637], [-2.200683, 0.373790, -0.382082], [-1.135340, 2.404845, 2.672729], [2.733013, -4.055196, -1.850964], [1.709966, -5.886716, -1.372052], [0.404813, 2.544494, 4.171513], [0.504795, 2.386386, 2.044580], [2.466185, 2.136687, 3.608132], [1.475039, -3.837189, -0.141831], [1.034053, -0.430958, -2.464450], [1.375368, 2.210773, -0.441718], [-5.390168, -2.099203, -0.629968], [-0.164682, 0.555963, 2.771280], [-1.927371, 3.061508, -0.262189], [1.607490, 0.434428, 4.528387], [-6.754226, 0.698041, -0.560541], [2.604981, 0.034929, 4.710048], [2.146912, 2.295903, 5.271940], [-2.859325, 1.595511, -0.372779], [0.892121, -1.174827, -3.137822], [4.069504, 2.481948, 2.507230], [-4.420092, -0.673535, -0.525335], [-5.013507, 3.270433, -0.400602], [-2.307577, -2.337310, -0.564995], [2.033991, -4.550155, -1.189710], [-0.415706, -6.299988, 1.235975]], "atomic_forces_ev_per_a": [[0.023, 0.014, 0.006], [0.005, -0.004, -0.004], [-0.013, 0.177, 0.046], [-0.026, 0.019, -0.087], [0.062, 0.030, 0.044], [0.016, 0.002, 0.012], [0.032, 0.109, 0.117], [0.009, 0.029, -0.005], [-0.087, -0.098, -0.043], [0.035, 0.018, 0.018], [-0.012, -0.004, 0.021], [0.087, 0.011, 0.101], [-0.034, -0.006, -0.006], [-0.026, 0.002, -0.005], [0.042, -0.036, -0.011], [-0.001, 0.028, 0.017], [0.024, -0.027, -0.053], [0.062, 0.040, -0.022], [-0.038, -0.019, 0.017], [0.024, -0.058, -0.013], [0.001, -0.002, -0.002], [0.015, -0.014, -0.002], [0.017, -0.003, -0.058], [-0.002, -0.003, -0.002], [0.030, -0.025, 0.028], [0.022, -0.004, 0.023], [-0.030, -0.097, -0.145], [-0.002, -0.001, -0.011], [0.003, 0.015, 0.005], [-0.011, -0.002, 0.002], [-0.070, 0.010, -0.078], [-0.007, -0.004, -0.014], [-0.002, -0.020, 0.006], [0.025, 0.041, 0.062], [-0.016, -0.013, -0.036], [-0.078, -0.042, 0.028], [0.000, -0.019, 0.003], [-0.092, 0.047, -0.054], [0.028, 0.054, -0.003], [-0.003, -0.094, -0.044], [-0.004, 0.000, 0.000], [0.007, 0.024, -0.005], [-0.006, -0.012, 0.008], [-0.059, -0.045, 0.122], [-0.014, -0.026, 0.035], [0.027, 0.026, -0.001], [0.004, 0.029, 0.006], [0.000, 0.005, -0.003], [0.045, -0.020, -0.009], [-0.010, -0.028, -0.009], [-0.004, -0.001, -0.001]]}


# 3
{"formula": "C4H12O", "method": "ωB97M-V/def2-TZVPD", "relative_energy_kcal_mol": 17.3, "fmax_ev_per_a": 0.72, "homo_ev": -10.331, "smiles": "CCC.CO", "e_lumo_ha": 0.0328, "symbols": ["H", "C", "H", "H", "H", "C", "H", "H", "H", "O", "H", "H", "H", "H", "H", "C", "C"], "xyz": [[2.427636, 1.329679, 1.086314], [-0.818909, -2.151787, -1.918429], [-1.089858, -1.438495, -2.699428], [2.114404, 0.729499, -0.552158], [0.791206, -0.416808, 1.285430], [0.477546, 0.495148, 0.773655], [0.074913, 2.220844, 1.993619], [-0.762902, 0.801746, 2.579908], [-0.031436, 0.139843, -0.114729], [-1.363283, -1.725964, -0.661759], [1.399638, 2.273033, -0.029280], [-1.251412, -3.113709, -2.193167], [-1.346762, 1.648381, 1.156102], [-2.119171, -1.165050, -0.871047], [0.259537, -2.214005, -1.801570], [1.685390, 1.271638, 0.289685], [-0.446536, 1.316007, 1.676853]], "atomic_forces_ev_per_a": [[0.132, 0.267, -0.092], [-0.582, 0.215, 0.370], [0.308, 0.005, -0.093], [0.282, 0.194, -0.061], [0.101, 0.040, 0.018], [-0.215, -0.188, -0.030], [-0.027, 0.050, 0.127], [-0.025, -0.186, 0.011], [-0.398, -0.035, 0.078], [-0.191, 0.072, -0.395], [0.103, 0.063, -0.060], [0.225, -0.176, -0.051], [0.015, -0.034, -0.021], [0.086, -0.163, 0.263], [0.031, -0.081, -0.157], [0.122, -0.348, 0.196], [0.033, 0.303, -0.103]]}